15
Properties=species:S:1:pos:R:3 method="wB97M-V/def2-TZVPD" mol_weight_g_mol=126.11 e_above_lowest_kcal_mol=137.9 e_lumo_ev=-0.08
C 0.097 -1.249 -0.244
C 0.046 0.836 1.095
C 1.247 1.298 0.254
C -0.102 0.038 -1.049
C -1.038 0.720 -0.021
H 0.176 -2.894 0.535
H -0.664 -1.398 1.702
H -0.073 1.470 2.058
H 2.214 1.392 0.947
H 1.309 2.431 -0.433
H -0.256 -0.072 -2.139
N 0.332 -2.545 -0.459
N 0.215 -0.664 1.068
O 1.265 0.668 -0.966
O -2.270 0.792 0.072